[1]
One molecule with the formula C3H6OS in a non-equilibrium geometry, computed with ωB97M-V with the def2-TZVPD basis set.

As for the maximum force: 3.09 eV/Å. The HOMO-LUMO gap is 9.663 eV. As for the net charge: 0. The value obtained for the LUMO energy is 0.81 eV. The energy above the lowest of the compared OMol25 structures with the same formula, charge and spin is 1.5259 eV.

Atoms and positions in Å:
H 1.74983 0.44556 0.98504
H -0.71764 0.43358 -1.54042
C -1.98352 -0.09870 0.31780
O -2.84415 -0.83848 -0.17715
H -0.45658 1.45013 -0.00222
C 1.84352 -0.22107 0.10497
H -1.99955 0.11412 1.39665
H 2.44543 -1.07329 0.16374
C -0.70124 0.44151 -0.41359
H 2.28451 0.33072 -0.70674
S 0.37939 -0.98409 -0.12807

***

[2]
One molecule with the formula C3H6OS in a non-equilibrium geometry, computed with ωB97M-V with the def2-TZVPD basis set.

As for the maximum force: 3.97 eV/Å. The HOMO-LUMO gap is 10.107 eV. As for the net charge: 0. The value obtained for the LUMO energy is 0.84 eV. The energy above the lowest of the compared OMol25 structures with the same formula, charge and spin is 1.9921 eV.

Atoms and positions in Å:
H -0.05323 0.46026 1.30691
H 0.34802 -0.60314 -1.47558
H -2.19303 -0.24265 -1.41757
H 1.50424 0.86508 0.47178
C -1.55306 0.15306 -0.66468
C 0.68285 0.12388 0.64198
H 2.54874 -1.01555 1.71555
H -1.86037 0.46144 0.32205
S 1.35625 -1.44730 1.12720
C -0.07387 0.05231 -0.79518
O -0.70653 1.19261 -1.23246

***

[3]
A 2-piece molecular cluster, C3H6OS overall in a non-equilibrium geometry, computed with ωB97M-V with the def2-TZVPD basis set.

As for the maximum force: 3.27 eV/Å. The HOMO-LUMO gap is 9.921 eV. As for the net charge: 0. The value obtained for the LUMO energy is 0.67 eV. The energy above the lowest of the compared OMol25 structures with the same formula, charge and spin is 2.6627 eV.

Atoms and positions in Å:
S 1.80306 -0.62565 -1.82881
O -1.55100 -0.91449 -0.65694
C -0.61668 0.99821 0.72162
H 0.97727 -1.34917 -2.65096
H -1.26132 1.70554 1.25864
C -0.00376 -0.26593 1.30312
H 1.07513 -0.63169 1.05954
H -0.37328 -0.80675 2.21848
H -0.04100 1.83032 0.21777
C -0.98577 -0.31327 0.19839
H 0.97734 0.37287 -1.84085

***

[4]
A 2-piece molecular cluster, C3H6OS2 overall in a non-equilibrium geometry, computed with ωB97M-V with the def2-TZVPD basis set.

As for the maximum force: 2.76 eV/Å. The HOMO-LUMO gap is 9.555 eV. As for the net charge: 0. The value obtained for the LUMO energy is 0.02 eV. The energy above the lowest of the compared OMol25 structures with the same formula, charge and spin is 4.9760 eV.

Atoms and positions in Å:
H -1.33379 -0.99704 -1.37432
H -2.69574 0.14722 -1.09073
S 1.69907 0.43217 -0.69625
H -0.23370 1.37649 0.40610
C -1.78677 -0.27345 -0.69937
H 1.97248 -0.43369 1.86039
O 2.23943 1.69297 -0.18778
H 2.71794 -0.29176 -1.51949
S 2.31740 -1.10094 0.71524
H -2.11018 -0.90386 1.57403
C -1.81505 -0.24429 0.75632
C -0.97107 0.59619 0.25586

***

[5]
One molecule with the formula C3H6OS2 in a non-equilibrium geometry, computed with ωB97M-V with the def2-TZVPD basis set.

As for the maximum force: 6.84 eV/Å. The HOMO-LUMO gap is 8.191 eV. As for the net charge: 0. The value obtained for the LUMO energy is -0.76 eV. The energy above the lowest of the compared OMol25 structures with the same formula, charge and spin is 2.8833 eV.

Atoms and positions in Å:
H 2.74122 -0.25303 -0.66680
H 1.30732 -0.71206 0.30241
O -0.53425 -1.00179 1.20608
H -1.79940 0.53437 1.13532
C 1.76036 0.08123 -0.31365
S -2.63452 0.21769 -1.58681
S 0.56503 0.37216 -1.70977
C -0.88234 0.20168 0.69640
C -1.05306 0.16997 -0.92971
H -1.30249 -1.51898 0.54487
H 2.05404 1.05711 0.22803
H -0.22191 0.85165 1.09361

***

[6]
C3H6OS2 as an isolated structure in a non-equilibrium geometry, computed with ωB97M-V with the def2-TZVPD basis set.

As for the maximum force: 8.50 eV/Å. The HOMO-LUMO gap is 9.259 eV. As for the net charge: 0. The value obtained for the LUMO energy is 0.44 eV. The energy above the lowest of the compared OMol25 structures with the same formula, charge and spin is 4.7394 eV.

Atoms and positions in Å:
O -0.31338 -0.38966 -0.99269
C -1.39468 0.36845 -0.42876
S -1.46677 0.03547 1.40776
C 0.32554 -0.28811 1.43784
H 1.19183 0.44608 -1.95829
C 0.95183 -0.01913 -0.87093
H 1.68432 -0.69167 -0.99205
H -2.30786 -0.11618 -0.86291
H 0.53560 -1.18151 0.62688
H -1.38962 1.45097 -0.61411
H 0.83913 -0.86974 2.62512
S 1.34405 1.25504 0.62214

***

[7]
One molecule with the formula C3H6OSi in a non-equilibrium geometry, computed with ωB97M-V with the def2-TZVPD basis set.

As for the maximum force: 5.16 eV/Å. The HOMO-LUMO gap is 9.467 eV. As for the net charge: 0. The value obtained for the LUMO energy is 0.09 eV. The energy above the lowest of the compared OMol25 structures with the same formula, charge and spin is 1.9791 eV.

Atoms and positions in Å:
C -0.55658 -0.31366 -0.23602
H -0.13136 -1.23327 2.72068
H -2.09599 -0.89069 1.94065
H -0.33469 1.15668 2.12005
H 2.02760 0.82785 -2.15161
H 0.03332 0.89780 -2.42546
C 0.97821 0.71325 -1.92351
O -1.52676 -0.60089 -0.89046
H 1.56894 -0.41265 -0.07723
C 0.78231 0.09385 -0.80560
Si -0.74499 -0.23826 1.72852

***

[8]
One molecule with the formula C3H6S in a non-equilibrium geometry, computed with ωB97M-V with the def2-TZVPD basis set.

As for the maximum force: 5.25 eV/Å. The HOMO-LUMO gap is 9.267 eV. As for the net charge: 0. The value obtained for the LUMO energy is 1.01 eV. The energy above the lowest of the compared OMol25 structures with the same formula, charge and spin is 1.3473 eV.

Atoms and positions in Å:
C -0.85972 0.78829 1.74375
H -0.29396 1.69682 1.96011
H -1.09532 -1.09616 0.45752
H 0.07919 -1.12976 -1.53868
H 0.56585 0.43467 -2.20888
C 0.85310 -0.48935 -1.62766
H 1.72174 -0.92916 -2.20453
S 1.11049 0.02639 0.08570
C -0.37295 -0.13167 0.86368
H -1.70843 0.82992 2.46899

***

[9]
One molecule with the formula C3H6S in a non-equilibrium geometry, computed with ωB97M-V with the def2-TZVPD basis set.

As for the maximum force: 3.09 eV/Å. The HOMO-LUMO gap is 9.428 eV. As for the net charge: 0. The value obtained for the LUMO energy is 0.99 eV. The energy above the lowest of the compared OMol25 structures with the same formula, charge and spin is 0.9023 eV.

Atoms and positions in Å:
C -1.47594 0.74507 -1.51251
H 1.63102 -1.62097 1.52745
H 1.68079 -0.13783 0.56576
H -1.88048 0.01390 -2.33216
H -1.38886 1.77407 -1.89298
C 1.03978 -0.80170 1.10606
C -0.61795 0.32374 -0.60116
H 0.08998 0.86934 0.07833
H 0.64368 -0.24244 2.00447
S -0.36111 -1.34027 -0.00668

***

[10]
One molecule with the formula C3H6S2 in a non-equilibrium geometry, computed with ωB97M-V with the def2-TZVPD basis set.

As for the maximum force: 3.03 eV/Å. The HOMO-LUMO gap is 8.450 eV. As for the net charge: 0. The value obtained for the LUMO energy is -0.34 eV. The energy above the lowest of the compared OMol25 structures with the same formula, charge and spin is 0.8142 eV.

Atoms and positions in Å:
S 1.84044 -1.31637 -0.27999
H -0.48452 -1.63753 1.17938
H -1.54539 -1.58154 -1.34447
H 1.61933 1.35606 -0.88451
C 0.71417 1.25615 -0.29209
H 0.95682 1.89109 0.58946
S -2.01065 -0.74175 -0.39792
H -0.11537 1.66507 -0.90059
H -0.94893 -0.00211 1.55034
C -0.68654 -0.68399 0.71651
C 0.66064 -0.20507 0.06388

***

[11]
One molecule with the formula C3H6S2 in a non-equilibrium geometry, computed with ωB97M-V with the def2-TZVPD basis set.

As for the maximum force: 3.57 eV/Å. The HOMO-LUMO gap is 9.250 eV. As for the net charge: 0. The value obtained for the LUMO energy is 0.76 eV. The energy above the lowest of the compared OMol25 structures with the same formula, charge and spin is 2.3373 eV.

Atoms and positions in Å:
H -2.76697 -0.81114 -0.09876
C -0.67609 -0.00588 -0.24808
H 1.63137 1.03818 -0.02964
H 0.37134 -0.94821 -2.02541
H 1.75972 -0.72656 0.10309
H -1.13495 2.12630 -0.77071
S -1.62582 -1.53212 -0.01626
H 0.25888 0.84518 -2.14910
S -1.56502 1.44291 0.27524
C 0.18514 -0.04031 -1.49058
C 1.11838 0.08533 -0.20364

***

[12]
One molecule with the formula C3H6S2 in a non-equilibrium geometry, computed with ωB97M-V with the def2-TZVPD basis set.

As for the maximum force: 6.10 eV/Å. The HOMO-LUMO gap is 8.381 eV. As for the net charge: 0. The value obtained for the LUMO energy is -0.17 eV. The energy above the lowest of the compared OMol25 structures with the same formula, charge and spin is 1.9946 eV.

Atoms and positions in Å:
H 1.37011 0.26802 0.60069
S -0.84898 0.92187 -0.52233
H 0.39443 -1.16265 2.37728
H 1.03184 0.32586 -2.28502
H 0.43490 -0.92442 -0.28972
H -0.82215 0.13679 2.25286
C 0.07723 0.93560 -2.00774
S -0.44479 1.91257 -3.21631
H -1.17602 -1.45288 1.08628
C -0.39515 -0.70807 1.58626
C 0.37859 -0.25269 0.41776

***

[13]
One molecule with the formula C3H6S3 in a non-equilibrium geometry, computed with ωB97M-V with the def2-TZVPD basis set.

As for the maximum force: 1.21 eV/Å. The HOMO-LUMO gap is 9.522 eV. As for the net charge: 0. The value obtained for the LUMO energy is 0.79 eV. The energy above the lowest of the compared OMol25 structures with the same formula, charge and spin is 0.1299 eV.

Atoms and positions in Å:
H -0.85175 2.46609 0.14160
C -1.11463 -1.18553 0.25433
H -0.56349 1.47992 1.58682
H -1.91490 -1.85963 -0.07529
H -1.11685 -1.18654 1.35412
C 1.52584 -0.43194 0.39778
S 0.49296 -1.67882 -0.39936
C -0.49152 1.49273 0.48752
H 1.51984 -0.62151 1.49080
H 2.52543 -0.58046 -0.01746
S 1.27700 1.32311 -0.00699
S -1.71474 0.42138 -0.30105

***

[14]
A 33-piece molecular cluster, C3H71N4O34 overall in a non-equilibrium geometry, computed with ωB97M-V with the def2-TZVPD basis set.

As for the maximum force: 5.28 eV/Å. The HOMO-LUMO gap is 8.489 eV. As for the net charge: +1. The value obtained for the LUMO energy is -3.60 eV.

Atoms and positions in Å:
H 5.42315 -4.38984 4.07206
H 4.30304 0.32206 -0.12842
H 1.40358 -3.14822 1.65645
O 4.86138 -1.71992 0.67415
O 5.38089 -3.58680 3.53938
H 2.59389 -1.94123 -3.43377
O 1.93510 3.92009 0.99970
H -6.53180 -0.47900 2.78423
H -0.77069 -4.32294 -4.13083
N -0.82043 -1.06907 0.00646
H 4.33909 3.61324 -1.09966
H -5.04531 -0.30148 2.50489
O -1.31561 -1.88514 2.26493
H -3.48888 -1.89826 -2.03404
H 7.47066 -1.76393 -5.16922
O 1.34737 -5.20692 3.60636
H -8.18424 1.10332 -0.25484
H 6.17353 -1.93864 -4.39713
O 0.51536 4.81021 3.49853
H 2.97548 0.53429 -0.83539
H 2.59194 -3.97060 2.13208
O -9.23986 0.69997 1.59866
N 0.58383 0.04913 -1.60238
H 2.85936 3.44449 -0.78305
H 4.64276 -0.65915 -5.03022
H 1.54516 1.62545 -2.67937
H -4.57545 -3.89044 0.72681
O 4.56796 -1.14229 7.00601
H -9.84277 -0.04773 1.69299
H -2.34778 -1.05808 -2.59132
O 1.71115 -2.34274 -3.38651
O 3.15375 -3.26063 5.39924
H -0.62208 -1.19644 -5.75467
O 3.79417 0.98772 -0.61020
O -1.79328 5.41525 1.51468
H 0.08449 4.57759 4.33046
N -0.47622 1.39193 0.00809
H 2.18124 1.59299 -5.40143
H 1.91184 0.17725 -5.88991
H 4.71138 -0.40435 6.40262
H -9.59498 1.36418 2.20188
O 3.89501 -1.27295 -4.98561
O -0.43113 -4.26623 -1.02076
O 3.46966 3.60259 -1.51490
O 6.66861 -1.29234 -4.91501
O -1.67998 7.97191 -0.23743
H 0.40040 -5.08202 3.75589
H 0.43136 3.27073 -0.90494
H 1.59225 -5.90323 4.22944
H 0.64893 -1.57823 -4.99734
H 2.80147 3.93043 1.42484
H 3.29528 -2.52485 4.79094
O 2.53211 0.91206 -5.98514
H -3.13956 -4.22191 2.85321
O 0.34020 -1.19339 -5.82983
H -2.57539 4.66067 -2.76666
O -0.06271 -4.73403 -4.64373
H -2.04644 -3.35081 3.45814
H 4.25814 -2.47235 0.75507
H -2.83134 -0.42301 3.37845
O -0.02242 -1.49991 2.51878
H -2.40851 5.25093 2.23870
H -0.59402 -0.18501 6.71833
H 0.07235 -0.51611 2.50962
H 1.19571 6.28827 -1.78004
H 4.06487 -1.78134 6.48304
H -1.63738 7.16870 0.29811
O -2.11519 5.49677 -2.90181
O -1.19042 -0.42055 5.99694
H -0.76897 8.10458 -0.53118
H 3.54496 -1.27864 -5.88506
N 0.93820 1.33632 -1.90384
C -1.77981 -1.05791 1.16263
H 4.44419 -4.34396 -6.56310
H -0.58989 -1.97087 -0.43505
H -1.27474 10.01565 -1.08154
H 4.49945 -1.06746 1.28418
H -3.08827 -3.71146 0.44450
H -2.77208 -1.41926 0.70836
H -6.18212 -2.17711 1.51596
H -0.92561 5.42532 1.94215
H -2.70223 0.51115 4.57419
H 1.82160 -3.20269 -3.81706
O 2.34790 -3.27358 1.50800
H 1.21748 5.41906 3.76175
O 5.06551 -3.61190 -6.65380
O -3.04429 -1.66734 -2.86076
H -0.12547 6.50640 -2.50621
H -7.27304 -3.04610 0.89771
H -0.72112 -1.11958 5.52544
H 0.91712 -0.77190 -2.13295
O -5.90535 -0.31597 2.06641
O -3.94824 -3.72352 0.00741
H -0.05746 -4.23986 -5.47367
H 6.29284 -3.44344 3.25868
H 1.31995 3.75468 1.72898
O -7.22250 1.11972 -0.34056
H -6.91006 0.73106 0.48478
H -2.68002 5.97751 -3.51912
O -0.80875 10.68078 -1.60430
O -6.68295 -2.99631 1.65954
C 0.28995 2.15045 -0.92244
H 0.37786 -4.71077 -1.30442
O -2.54267 -4.16594 3.60804
O 0.69819 6.95476 -2.26841
H -0.00765 10.23019 -1.89715
H -0.89816 -4.93648 -0.50677
C -0.28440 0.05472 -0.48048
O -3.30074 0.27585 3.85049
H 2.65103 -3.89820 4.87842
H -1.98577 -0.01013 1.55454
H 4.71217 -2.92791 -6.06889

***

[15]
C3H7AgBrNOP as an isolated structure in a non-equilibrium geometry, computed with ωB97M-V with the def2-TZVPD basis set.

As for the maximum force: 1.03 eV/Å. The HOMO-LUMO gap is 5.032 eV. As for the net charge: +1. The value obtained for the LUMO energy is -7.11 eV. The energy above the lowest of the compared OMol25 structures with the same formula, charge and spin is 0.0000 eV.

Atoms and positions in Å:
H 0.19752 1.48773 -1.04094
H -1.65079 1.05995 1.14562
H 2.13686 0.67121 0.20327
H 0.81065 0.37445 1.29765
C 1.21983 0.10829 0.33259
H 0.54150 -2.12084 -0.39539
P 1.65930 -1.70729 0.36682
O -1.81795 -0.70895 -1.32211
N -1.63749 0.10624 0.82201
H 0.52492 -0.11934 -1.68823
Br 0.93329 -2.28735 2.37844
C -1.20238 -0.09311 -0.47176
H -2.51688 -0.35901 0.98589
Ag 0.58171 3.20026 -1.83146
C 0.21991 0.38776 -0.78239